[1]
Entry from the OMol25 dataset: a cluster of 5 separate species, C37H84N4O2 in total (the ωB97M-V functional and the def2-TZVPD basis).

Element x y z (Å)
H1 -3.1034 -6.0235 -3.5769
H2 0.3255 1.3672 1.1825
H3 -4.4081 -4.7522 2.3010
H4 -7.1330 4.0293 1.7954
H5 3.0457 1.6654 -1.5008
H6 4.0697 -2.1120 0.9314
H7 -5.6153 -0.5399 1.5148
C1 11.6104 2.9733 -1.2425
H8 -5.6030 6.8745 -0.7423
H9 -3.4254 -5.4634 1.0249
H10 0.7503 -6.2463 -0.2550
N1 -0.7736 -5.0677 -2.5531
H11 2.1795 1.1835 -0.0719
C2 -2.3268 -6.7799 -3.4553
H12 -5.7261 8.7829 0.9952
C3 7.1916 3.3413 -0.1151
H13 -3.4962 -3.7148 1.2012
C4 -5.5049 7.7411 1.2354
H14 -8.4008 6.8216 1.7786
C5 4.0269 -1.6357 -0.0525
C6 5.1867 0.2042 1.3648
H15 -8.3651 -2.4518 2.1793
H16 4.3847 -2.3863 -0.7601
C7 -0.9458 -6.1461 -3.5124
H17 -4.6998 4.7794 -0.6217
C8 -1.0585 -5.4009 -1.1668
H18 4.9873 -0.5459 2.1339
C9 2.5562 -1.3453 -0.3786
H19 -6.5119 5.4226 2.6587
C10 -2.3626 1.1310 1.6166
C11 -8.4315 5.7318 1.7506
H20 -4.9257 -4.3263 -0.6967
H21 -7.2012 -1.8793 0.3654
C12 2.2887 -0.3787 -1.5409
H22 10.2194 1.2618 2.2760
H23 11.7808 2.2413 -2.0330
C13 2.1708 1.1097 -1.1613
H24 1.1508 2.5157 -2.4733
H25 -2.4376 -0.9999 1.1983
N2 -6.2945 5.4105 0.5289
C14 0.0821 2.5098 -0.6222
H26 -4.4220 7.6314 1.2645
H27 -5.4073 3.5572 0.4120
C15 -0.2620 -6.5440 -0.5255
C16 0.8951 1.7913 -1.6994
H28 6.2365 0.4862 1.4678
H29 8.9582 0.4319 0.1789
C17 0.4158 -4.2699 -2.7839
H30 9.9986 4.0640 -0.3397
H31 -0.7979 -5.7089 -4.5040
H32 -4.3886 -1.7914 1.5405
H33 -2.5017 -7.3025 -2.5142
C18 1.7894 -4.9355 -2.6320
H34 10.1660 2.8794 1.5851
C19 -1.7188 -0.1933 1.2645
C20 -5.2771 -4.6179 0.2975
H35 -5.7975 -1.9246 2.5823
H36 -7.1545 7.2094 -0.0281
C21 -1.0003 0.2020 -0.0232
H37 -0.1872 -6.9391 -3.4117
H38 8.6692 2.0454 1.9990
H39 -5.8876 7.5478 2.2389
H40 -4.3364 4.7769 2.4279
H41 3.0367 -0.5320 -2.3241
N3 9.2959 2.1311 -0.9345
H42 2.0125 -1.0034 0.5095
C22 -0.4457 1.5488 0.4239
H43 7.7491 4.2676 0.0279
H44 0.7114 3.2507 -0.1230
H45 0.3407 -3.8670 -3.7989
H46 -2.1221 -5.6372 -1.0919
C23 -7.1172 -4.2036 1.8274
C24 -3.9617 4.7866 1.4036
C25 -6.2212 -2.3474 0.4790
C26 10.1310 3.3048 -1.1275
H47 12.1723 3.8772 -1.4809
H48 4.1695 2.0234 0.7329
C27 4.9991 -0.4466 -0.0177
C28 9.6499 1.2788 0.1900
O1 -3.3899 1.3480 2.1831
H49 -0.9214 -4.4864 -0.5825
H50 6.2045 3.6110 -0.4975
H51 -8.9930 5.4276 0.8660
H52 -3.2633 3.9557 1.3083
C29 -5.4604 -1.6169 1.5910
C30 -4.0868 -4.6286 1.2659
H53 -0.1921 -7.4057 -1.1915
H54 -0.7469 3.0568 -1.0762
H55 4.8143 2.0872 2.3715
O2 -1.5804 2.1325 1.1267
H56 1.3339 -0.6717 -1.9849
H57 2.0896 -2.2960 -0.6543
C31 7.8785 2.3945 -1.1063
H58 -0.7623 -6.8751 0.3866
H59 -1.7705 0.4050 -0.7752
H60 -0.9894 -0.4112 2.0513
H61 2.0528 -5.1063 -1.5882
H62 -5.7128 -2.1924 -0.4768
H63 2.5543 -4.2835 -3.0595
C32 9.6691 1.9078 1.5894
H64 -8.9805 -3.9468 2.8675
H65 -3.4118 5.7150 1.2476
H66 -2.4288 -7.5122 -4.2569
H67 4.7007 0.3158 -0.7431
C33 -6.1592 6.8192 0.1972
N4 -6.4197 -3.7826 0.6239
H68 0.3640 -3.4055 -2.1133
H69 7.0447 2.8739 0.8583
H70 7.7451 2.7944 -2.1164
H71 -7.2743 -5.2825 1.7369
C34 -5.0913 4.6048 0.3852
H72 5.9734 -0.8068 -0.3538
H73 -0.2786 -0.5052 -0.4204
H74 -9.0896 -3.6703 1.1221
H75 -8.9744 5.3993 2.6364
H76 0.2575 1.0416 -2.1735
C35 -7.0404 5.1175 1.7412
H77 -6.5244 -4.0568 2.7448
H78 -5.6496 -5.6425 0.1995
H79 1.8387 -5.8894 -3.1585
H80 7.3618 1.4298 -1.0925
H81 9.8003 3.7737 -2.0587
H82 3.3500 1.1882 2.0619
C36 -8.4654 -3.5233 2.0045
H83 10.6357 0.8535 -0.0091
H84 12.0165 2.5745 -0.3124
C37 4.3257 1.4410 1.6412

Computed properties:
multiplicity	1
HOMO	-0.2856	hartree
charge	0
SMILES	CCCCCCCCC[C@@H]1CCC(=O)O1.CCN(CC)CC.CCN(CC)CC.CCN(CC)CC.CCN(CC)CC
LUMO	0.588	eV
Kohn-Sham gap	8.4	eV
E_tot	-1829.61086	a.u.


[2]
Entry from the OMol25 dataset: an isolated molecule of C27H26FN3O4S (the ωB97M-V functional and the def2-TZVPD basis).

Element x y z (Å)
C1 -0.8063 3.5110 -0.2065
C2 -0.3235 -0.2354 0.1616
C3 -1.9037 -3.8061 -1.5004
C4 -0.7746 -1.5736 -1.8288
C5 -1.9483 -2.4217 -1.4186
C6 -3.0765 -1.8435 -0.8531
N1 0.3767 4.1045 -0.4698
C7 1.6912 3.5613 -0.2330
H1 1.6222 2.5952 0.2671
H2 3.4532 3.0753 -1.3828
H3 -0.0090 1.2076 -1.3911
O1 -0.9991 -1.9574 3.5924
C8 1.9661 -2.0295 3.3084
C9 -4.1404 -2.5916 -0.3923
C10 -1.1706 0.6627 2.2380
C11 -1.1876 1.9350 1.6976
C12 -0.7433 2.1331 0.3942
C13 -2.9588 -4.5739 -1.0428
H4 2.1832 4.2974 -4.9497
N2 0.0617 -1.3161 -0.6514
C14 3.4487 4.8573 -3.2757
O2 -1.1396 -3.0415 1.3819
H5 0.9294 6.1107 -0.5023
O3 1.2917 -3.1428 -1.1263
H6 2.2425 4.2585 0.4091
H7 3.6680 -2.0548 -0.1502
H8 -2.9047 -5.6497 -1.1075
N3 2.5080 4.7439 -2.1797
H9 3.9453 -1.9449 4.1190
H10 1.9129 2.6987 -2.1993
C15 3.3474 -1.9777 3.2212
H11 3.4895 5.9147 -3.5518
H12 1.2584 6.2171 -2.9434
H13 3.1360 2.9610 -4.2900
H14 4.4310 4.5757 -2.8847
C16 1.8073 -2.0645 0.8981
H15 -0.6123 5.7083 -1.3134
C17 3.1454 4.0228 -4.5246
H16 3.9126 4.2000 -5.2733
F1 -3.1419 -0.4913 -0.7553
H17 0.6060 4.5673 -3.1236
H18 -4.8921 -4.5704 -0.1210
H19 -4.9918 -2.0926 0.0431
C18 1.0143 -2.2455 -0.3569
C19 2.4386 3.4351 -1.5654
H20 -1.4942 0.4653 3.2480
H21 -0.1585 -2.1045 -2.5571
C20 -4.0738 -3.9700 -0.4884
C21 -0.7465 -0.4067 1.4741
C22 -0.3308 1.0520 -0.3718
H22 -1.5399 2.7758 2.2739
C23 1.1753 5.2418 -2.4611
C24 0.4155 5.3862 -1.1420
C25 1.2144 -2.0801 2.1518
O4 -1.8756 4.0470 -0.4241
C26 3.1968 -2.0319 0.8207
H23 -1.0222 -4.2754 -1.9089
H24 5.0344 -1.9424 1.9042
C27 3.9577 -1.9763 1.9758
S1 -0.5742 -2.0245 2.2222
H25 -1.1105 -0.6193 -2.2364
H26 1.4494 -2.0403 4.2553

Computed properties:
multiplicity	1
HOMO	-0.3249	hartree
charge	0
SMILES	CCN1CCN(C(=O)c2ccc3c(c2)N(Cc2ccccc2F)C(=O)c2ccccc2S3(=O)=O)CC1
LUMO	-0.067	eV
Kohn-Sham gap	8.8	eV
E_tot	-2007.77616	a.u.


[3]
Entry from the OMol25 dataset: an isolated molecule of C7H8O in a non-equilibrium geometry (the ωB97M-V functional and the def2-TZVPD basis).

Element x y z (Å)
C1 0.2702 0.6013 0.9986
H1 -1.4891 0.8437 -1.1846
H2 0.9780 -1.4438 1.5534
C2 -0.5282 1.2619 -1.5099
H3 0.3561 1.5008 1.6213
C3 0.4631 0.5977 -0.6460
O1 -0.3738 2.1134 -2.3456
C4 0.3406 -0.9009 -0.4467
H4 0.7744 -1.5207 -1.2516
C5 -1.0726 -0.0634 0.9968
H5 -1.5021 -2.0004 0.0857
H6 -2.0859 0.2858 1.3785
C6 -0.9296 -1.1745 0.1642
H7 2.1263 -0.3961 0.6541
H8 1.5143 0.9425 -0.8996
C7 1.1582 -0.6471 0.8314

Computed properties:
multiplicity	1
HOMO	-0.3061	hartree
charge	0
energy relative to the best compared isomer or geometry (same formula, charge and spin)	91.0	kcal per mole
SMILES	O=C[C@@H]1[C@@H]2C=C[C@H]1C2
LUMO	0.955	eV
Kohn-Sham gap	9.3	eV
E_tot	-346.63054	a.u.


[4]
Entry from the OMol25 dataset: an isolated molecule of C16H20N2OS (the ωB97M-V functional and the def2-TZVPD basis).

Element x y z (Å)
C1 0.6897 2.9757 -1.5111
H1 -1.2266 0.2699 -2.3267
C2 -0.8115 1.2653 -2.3887
H2 1.7058 -4.7152 3.1690
C3 0.6464 0.7871 -0.4413
C4 -0.7254 3.4382 -3.4131
H3 1.4400 -3.1063 3.8970
C5 2.0210 -2.2034 -0.5971
C6 2.0774 2.5222 0.4109
C7 1.6503 3.3814 -0.5617
N1 -1.1375 -2.2008 0.5858
C8 0.9563 -4.0356 3.5704
H4 -2.6626 -1.9385 1.9576
C9 0.1696 1.6559 -1.4541
H5 2.7709 -1.4718 -0.3053
H6 -2.0066 1.8339 -4.0520
C10 0.8460 -1.5014 -1.2805
H7 -0.5775 -1.9492 3.2477
H8 0.1210 -2.2326 -1.6523
H9 1.9095 0.5450 1.2480
C11 -1.2494 2.1384 -3.3444
O1 0.0364 -3.7929 2.5391
C12 -1.9041 -2.6827 1.7099
C13 -0.7575 -0.8970 0.5140
N2 0.1773 -0.5601 -0.4019
H10 1.2151 -0.9321 -2.1381
H11 -1.0821 4.1138 -4.1768
C14 1.5764 1.2151 0.4692
H12 -0.4822 -2.8891 0.2451
H13 -2.3782 -3.6206 1.4154
H14 2.8049 2.8397 1.1431
H15 2.0357 4.3895 -0.6126
C15 0.2201 3.8476 -2.5157
H16 -1.5799 -3.3353 3.7554
C16 -1.0009 -2.9109 2.9231
H17 1.7001 -2.7390 0.2941
H18 0.4692 -4.4991 4.4366
S1 -1.4775 0.2790 1.4366
H19 2.4779 -2.9128 -1.2825
H20 0.6202 4.8507 -2.5571

Computed properties:
multiplicity	1
HOMO	-0.2797	hartree
charge	0
energy relative to the best compared isomer or geometry (same formula, charge and spin)	23.7	kcal per mole
SMILES	CCN(C(=S)NCCOC)c1cccc2ccccc12
LUMO	0.584	eV
Kohn-Sham gap	8.2	eV
E_tot	-1204.63275	a.u.


[5]
Entry from the OMol25 dataset: an isolated molecule of C5H8N2O in a non-equilibrium geometry (the ωB97M-V functional and the def2-TZVPD basis).

Element x y z (Å)
H1 1.8272 -2.2732 0.6856
H2 0.3021 -0.6902 1.4339
C1 0.4336 0.1175 -0.6044
N1 -0.6502 1.1481 -0.4065
H3 1.2440 -2.3084 -0.9511
H4 -0.2234 2.8225 0.4426
N2 -1.4247 -0.9688 0.2999
H5 2.3893 0.1993 0.4647
C2 -1.7306 0.2396 -0.0277
H6 0.1433 -0.2901 -1.5784
H7 2.5582 -0.1202 -1.2665
O1 -0.3668 1.9234 0.7623
C3 1.3381 -1.6504 -0.0735
H8 -2.7152 0.6685 -0.1042
C4 1.8978 -0.2266 -0.4102
C5 0.0499 -0.9219 0.3694

Computed properties:
multiplicity	1
HOMO	-0.3377	hartree
charge	0
energy relative to the best compared isomer or geometry (same formula, charge and spin)	109.9	kcal per mole
SMILES	ON1C=N[C@H]2CC[C@@H]21
LUMO	0.750	eV
Kohn-Sham gap	9.9	eV
E_tot	-379.91307	a.u.


[6]
Entry from the OMol25 dataset: a structure of composition C11H29Cl2LuOPS in a non-equilibrium geometry (the ωB97M-V functional and the def2-TZVPD basis).

Element x y z (Å)
H1 2.4963 -0.4806 -4.2233
H2 -2.8497 -2.6548 -1.0432
H3 2.0748 -2.1292 -3.7383
C1 -0.0900 5.0993 4.8884
H4 0.2190 -4.2011 0.7605
C2 1.3592 -0.5979 -2.3593
H5 -2.5667 -1.0164 -0.3556
C3 -1.9836 0.1267 -2.9828
H6 2.1855 -0.8756 -1.6693
H7 2.4166 4.5336 6.2735
C4 1.1730 0.9303 -2.2260
H8 -3.0090 0.1481 -3.3773
H9 1.1407 2.7499 1.3425
H10 2.6986 2.8188 5.8334
H11 0.2867 -4.1903 -3.0659
H12 0.6966 1.1905 -1.2635
H13 -1.8941 0.9005 -2.2024
C5 0.3398 -3.1555 -1.1354
H14 1.1593 3.2869 6.6593
H15 -3.7830 -1.2692 -1.6423
Cl1 1.8470 -0.0707 1.8987
H16 0.8338 -1.0661 -4.4389
H17 -0.6133 4.6766 5.7538
H18 0.2135 -2.4179 0.9023
S1 1.1717 3.9286 4.3520
H19 -1.2686 -4.2110 -2.1889
P1 -0.0585 -1.4848 -1.7013
H20 0.0815 -5.2383 -1.6577
H21 -1.3074 0.3627 -3.8192
H22 0.5788 1.3352 -3.0576
C6 1.7049 -1.0963 -3.7695
C7 1.9370 3.5997 5.9503
H23 1.4450 -3.1797 -1.1259
H24 2.1675 1.3999 -2.2293
O1 0.3411 2.6206 4.0784
C8 -0.1759 -4.2532 -2.0726
Lu1 0.0102 1.5441 2.2833
H25 -0.7805 5.2759 4.0561
H26 -1.2620 -3.2712 0.3637
C9 -2.7928 -1.5793 -1.2801
H27 -1.0880 -0.0825 2.3494
Cl2 -1.8029 2.5409 0.9670
C10 -0.1620 -3.2732 0.3168
H28 0.4297 6.0282 5.1505
H29 -1.7774 -2.0335 -3.1744
C11 -1.7422 -1.2686 -2.3799

Computed properties:
multiplicity	1
HOMO	-0.1055	hartree
charge	-1
energy relative to the best compared isomer or geometry (same formula, charge and spin)	29.6	kcal per mole
LUMO	1.902	eV
Kohn-Sham gap	4.8	eV
E_tot	-3407.23676	a.u.


[7]
Entry from the OMol25 dataset: a structure of composition C32H52NO5PPrS2 in a non-equilibrium geometry (the ωB97M-V functional and the def2-TZVPD basis).

Element x y z (Å)
H1 2.3065 0.1965 -4.1080
C1 -3.8922 -1.9807 0.7786
H2 4.6823 -2.0612 -2.7822
H3 -3.9208 -5.3684 0.6447
H4 3.0151 -1.4115 -4.0717
H5 3.1524 -1.1949 1.1932
C2 2.6127 -0.6116 -3.4453
H6 3.6623 -2.0400 -1.3362
C3 3.6861 -0.1702 -2.4366
H7 3.5259 2.6246 1.3182
O1 -1.8277 1.5006 -1.3971
H8 5.2055 0.1219 -3.9206
H9 -1.2182 -3.8390 4.0373
H10 4.8245 -1.4179 0.6557
H11 1.7403 -1.0058 -2.9250
H12 -2.5233 1.4111 1.5737
H13 0.6298 3.6397 -0.7718
H14 -2.8986 -0.1494 -5.4651
C4 -2.0566 1.4465 4.9319
H15 -2.7169 -3.8070 3.1352
H16 -0.0114 -3.2913 1.7866
C5 -3.4299 -3.2792 0.6523
H17 -1.6335 2.7479 -3.4276
H18 -5.0963 2.9037 4.6500
N1 1.6289 -0.3475 -0.4663
C6 -2.0988 0.6520 -3.6404
C7 3.4673 1.5771 1.6053
H19 -1.9707 -1.4552 2.3298
Pr1 -0.5548 -0.2177 -0.7737
H20 2.2817 2.1092 -3.4931
H21 4.2759 1.5830 -3.6053
C8 -3.9231 2.1859 3.0061
H22 0.5703 2.0351 -0.0468
C9 -3.0811 -0.2278 -4.3919
C10 -5.6309 -4.1330 1.0647
H23 0.3883 -1.7690 3.5909
H24 4.2446 3.0224 -2.0623
S1 -0.2789 0.4251 3.0506
C11 -5.2271 -1.7608 1.0768
C12 -1.7846 -1.8754 3.3128
C13 5.4810 1.1418 0.1922
H25 6.0673 1.2104 1.1128
C14 -3.2410 2.0583 5.3101
C15 4.1478 -0.7486 1.1830
O2 -0.4754 0.1286 1.5886
C16 4.0787 0.6494 0.5437
H26 -3.4322 2.2581 6.3557
O3 -1.0610 -2.4150 -0.2862
C17 3.4494 3.3808 -1.4096
H27 3.8823 3.6046 -0.4361
H28 -0.6856 -4.9136 1.9926
C18 -2.3118 0.5872 -2.1209
C19 -0.9375 -3.8546 1.9259
H29 -3.0232 2.4130 -4.4715
C20 -0.5187 -1.2169 3.8473
C21 1.5908 2.3043 -2.6769
S2 -1.7158 -3.6674 0.2495
C22 -4.1751 2.4221 4.3499
C23 -2.7400 1.5728 2.6203
H30 5.4990 1.0452 -2.4465
H31 -1.3230 1.1707 5.6813
C24 -4.2949 -4.3589 0.7744
H32 4.5062 -0.6623 2.2122
P1 2.8116 0.5624 -0.8889
H33 -7.1372 -2.6604 1.4522
H34 -5.5911 -0.7483 1.1929
C25 -6.0940 -2.8350 1.2248
H35 -6.3126 -4.9682 1.1521
C26 4.3633 -1.4536 -1.9320
C27 2.3027 2.3755 -1.3196
H36 1.0972 3.2576 -2.8826
H37 -0.5336 -1.0557 4.9252
O4 -2.6580 -0.5110 -1.6381
H38 3.0716 4.3204 -1.8226
H39 5.4656 2.1303 -0.2669
H40 -1.3834 2.1026 -5.0589
H41 4.0205 1.4659 2.5410
H42 2.4254 1.3069 1.7879
C28 4.7226 0.7080 -3.1340
H43 -0.5386 -0.1670 -4.5508
C29 -1.8246 1.1920 3.5880
C30 -1.7053 -3.4009 3.1622
H44 6.0029 0.4597 -0.4776
H45 -4.6401 2.4881 2.2542
H46 -3.2337 -1.1448 0.6171
H47 0.8294 1.5244 -2.6558
O5 -0.7775 0.0299 -3.6410
C31 -2.0297 2.0709 -4.1813
H48 -4.1068 0.0776 -4.1855
H49 5.2477 -1.2400 -1.3344
H50 -2.6301 -1.6132 3.9483
H51 -2.9642 -1.2628 -4.0774
H52 1.6684 3.2551 0.5984
C32 1.2393 2.8559 -0.3161

Computed properties:
multiplicity	3
HOMO (alpha / beta)	-0.3662 / -0.3681	hartree
charge	+1
LUMO (alpha / beta)	-1.888 / -1.886	eV
Kohn-Sham gap (alpha / beta)	8.1 / 8.1	eV
E_tot	-3336.11650	a.u.


[8]
Entry from the OMol25 dataset: a structure of composition C12H23Cl10MgO2 in a non-equilibrium geometry (the ωB97M-V functional and the def2-TZVPD basis).

Element x y z (Å)
Cl1 4.1572 2.4863 2.1199
C1 -0.2305 3.4435 -2.1451
H1 4.2699 1.9946 -0.1785
H2 2.9007 3.7303 -1.1127
O1 -0.1300 0.1897 -3.2912
C2 -2.6355 -4.0849 0.1531
H3 -3.1295 -0.5557 1.9643
C3 0.8017 -0.8361 -1.3221
H4 -1.5412 5.1584 -2.3661
H5 -4.5299 -3.0753 0.0331
H6 -1.4751 -1.1535 2.1322
H7 2.1329 -4.1926 2.4567
C4 1.9629 -2.0595 2.1150
H8 1.4740 -1.6714 -1.1272
Cl2 -5.0566 -5.2915 0.5959
Cl3 -2.0560 0.3041 3.8705
Cl4 0.1389 1.1384 1.5257
H9 3.9450 4.4994 0.1070
H10 -2.1122 1.7264 1.4027
H11 -0.1998 -0.9951 -0.9417
C5 0.8438 -0.4766 -2.7470
C6 -2.1063 -0.2673 2.1888
Cl5 0.8543 -3.9454 0.4895
H12 -4.2024 -4.1761 -1.2928
H13 -2.1293 -3.2382 -0.3131
C7 -4.0952 -4.0418 -0.2167
H14 0.2304 2.8860 -1.3311
H15 0.5669 -3.5284 2.7882
H16 -2.1313 -4.9972 -0.1510
H17 -1.7428 0.5172 0.1950
H18 2.2491 -1.7531 3.1168
Cl6 1.6919 4.4598 0.7594
Cl7 -2.3668 -3.8910 1.9065
H19 -0.7584 2.7482 -2.7935
C8 3.5060 2.4186 0.4729
C9 3.1394 3.7890 -0.0530
H20 1.2535 -1.3541 1.6910
H21 -0.7062 5.0708 -0.8238
Cl8 3.4237 -1.9093 1.0775
C10 -1.1750 4.4750 -1.6046
Mg1 0.8832 0.2064 -4.9144
Cl9 -2.5671 3.6400 -0.8758
C11 1.4129 -3.4576 2.1017
Cl10 1.0449 4.2183 -3.1328
H22 1.2654 -0.0166 -0.7616
C12 -1.5830 0.7894 1.2377
O2 1.8734 -0.6844 -3.4797
H23 2.6382 1.7630 0.4745

Computed properties:
multiplicity	1
HOMO	-0.4641	hartree
charge	+1
energy relative to the best compared isomer or geometry (same formula, charge and spin)	0.0	kcal per mole
LUMO	-6.888	eV
Kohn-Sham gap	5.7	eV
E_tot	-5423.35231	a.u.